(1)
123
Properties=species:S:1:pos:R:3:mulliken_charge:R:1 method="wB97M-V/def2-TZVPD" e_homo_ha=-0.33038 de_lowest_kj_mol=439.4 e_lumo_ha=-0.0218 smiles="COC[C@H](C)N.COC[C@H](C)N.COC[C@H](C)N.NC(N)=O.NC(N)=O.NC(N)=O.NC(N)=O.NC(N)=O.NC(N)=O.NC(N)=O.NC(N)=O.NC(N)=O" gap_ev=8.4
N 0.46 1.70 -0.69 1.65
C 1.95 -3.32 3.07 0.62
H -3.37 -2.62 -4.38 0.20
H 1.26 -2.83 7.45 0.24
H 0.63 -2.29 1.71 -0.14
H 3.25 -4.66 2.29 0.40
H -1.16 -0.74 3.10 0.09
H 4.08 4.99 -1.72 0.40
H 2.98 -4.40 4.68 0.51
N 1.28 -4.76 -1.31 -0.32
H 0.99 -4.41 6.84 0.30
H -4.86 2.74 -3.05 0.27
H -2.91 -2.80 -2.63 0.17
O -0.56 -2.61 -2.97 -0.59
H 2.38 -4.10 1.16 -0.25
N 1.01 4.04 -2.73 -0.57
H 5.64 0.66 -0.50 0.21
C 4.90 -0.99 0.35 0.63
H 1.24 -4.75 4.47 0.45
C -2.63 -2.85 0.04 0.23
H 2.17 0.61 3.37 0.21
N -2.72 -2.77 -3.62 -0.34
C -4.76 1.09 -1.94 0.48
H -6.53 0.47 0.60 0.35
H 2.54 -2.41 3.09 0.01
H 0.32 0.74 -3.61 0.00
C 2.00 -3.96 4.48 -1.11
C -1.28 4.84 2.27 0.64
O 5.96 -1.64 0.41 -0.78
H -6.37 2.15 0.71 0.31
H -0.85 1.36 2.25 0.27
H -0.30 2.19 -1.14 -0.08
C -2.76 0.38 2.75 0.49
C 0.60 -2.75 2.69 -1.11
H 0.35 -1.94 3.37 0.43
H -0.94 5.04 4.17 0.21
H -0.26 -3.41 2.83 0.57
H -2.91 0.78 -1.29 -0.25
H 2.41 2.74 -4.41 0.38
O -5.91 0.69 -2.16 -0.76
N -1.16 -2.49 -5.06 -0.40
C -1.35 1.70 -4.01 0.67
H -4.10 -0.48 1.32 0.01
H 3.54 -0.12 -2.35 0.18
H -1.46 0.45 0.98 0.03
N 1.87 1.18 2.60 0.12
N -2.15 -0.93 3.12 -0.61
N -0.68 4.45 3.39 -0.30
H -0.12 1.03 -5.37 0.16
H 0.44 -4.57 -1.84 0.17
H 2.39 -1.93 -1.43 -0.09
H -4.22 -3.05 1.19 0.28
H 3.74 -2.37 1.15 -0.02
H 1.23 -5.53 -0.66 0.28
H 0.18 3.92 3.32 0.10
N 4.79 0.27 -0.10 -0.19
C 2.39 4.29 -2.93 0.20
H 3.13 3.81 -0.89 -0.02
H -0.94 -3.16 1.08 0.37
H -0.82 -2.57 -0.63 -0.38
H -1.94 -2.44 -5.71 0.15
O 1.76 -2.96 5.49 -0.28
C 2.09 2.47 2.58 0.50
H -0.22 -2.48 -5.42 0.25
C -1.42 -2.61 -3.81 0.31
H 2.88 2.16 4.34 0.10
O 3.16 1.97 -2.53 0.03
H -4.86 -0.27 2.89 0.36
C -1.80 1.09 1.79 -0.85
N 2.30 -4.35 2.13 -0.54
O -1.62 2.02 -2.82 -0.75
H -2.29 -1.69 2.47 0.24
H 2.54 5.12 -3.63 0.42
O 1.31 -0.22 0.03 0.82
N -0.30 -0.16 -1.51 1.92
H 3.99 3.21 -3.95 0.47
H 1.53 0.78 1.74 -0.86
H 2.55 5.39 -0.97 0.40
N -3.78 0.32 -1.50 0.42
H -2.16 2.03 1.38 0.51
N -3.23 -3.24 1.16 -0.31
H 1.16 3.33 -2.03 0.06
H 0.08 3.62 1.46 -0.02
H 0.55 3.55 -3.49 0.18
C 0.54 0.40 -0.71 -0.28
O -4.81 1.38 1.75 -0.28
C -4.20 0.21 2.16 -0.51
O 3.26 -4.06 -0.52 -0.69
C 3.55 0.70 -3.07 -0.90
N -4.28 2.20 -2.42 -0.40
H -2.92 1.02 3.62 0.35
H -3.88 -0.68 -1.43 0.20
H 2.72 -3.74 6.98 0.33
H -1.13 4.21 0.39 -0.01
N -2.02 1.86 -5.10 -0.47
H -0.90 0.53 -1.94 -0.90
H 3.97 0.81 -0.30 -0.05
C -6.21 1.24 1.30 -0.95
N -0.74 4.20 1.32 0.00
H -3.29 2.12 -2.60 0.21
N -0.22 1.13 -4.37 -0.12
N 1.96 -2.77 -1.78 -0.08
H -0.22 -1.15 -1.70 -0.67
H 2.94 -0.86 0.76 -0.24
H -1.66 1.55 -6.00 0.14
N 2.66 2.86 3.64 -0.32
N -1.29 -3.02 0.14 0.12
H -6.94 1.13 2.09 0.34
N 3.77 -1.43 0.76 0.15
H -2.84 -4.07 1.58 0.23
H 4.53 0.88 -3.51 0.42
C 3.00 2.98 -3.54 -0.84
C 2.29 -3.90 -1.23 0.44
O -2.25 5.52 2.23 -0.70
C 1.67 -3.57 6.75 -0.79
O -3.17 -2.32 -0.96 -0.81
H 2.80 0.34 -3.78 0.27
H 1.08 -2.73 -2.29 0.27
H 1.08 2.17 -0.05 -0.64
O 1.81 3.10 1.56 -0.80
H 2.73 3.84 3.88 0.33
C 3.06 4.65 -1.58 -1.13
H -2.77 2.51 -4.98 0.29

***

(2)
131
Properties=species:S:1:pos:R:3:mulliken_charge:R:1 method="wB97M-V/def2-TZVPD" e_homo_ha=-0.34452 e_lumo_ha=-0.0233 gap_ev=8.7
O 3.30 -1.29 3.83 -0.65
H -6.87 0.50 -11.35 0.15
N -2.67 -2.34 5.36 -0.09
H -0.40 1.62 4.00 0.17
H 4.53 4.66 -2.35 0.22
H 2.17 3.73 -2.83 0.17
H -2.60 4.13 0.83 0.37
O 8.13 -3.18 0.44 -0.68
N 0.00 1.47 4.91 -0.02
C -4.42 -2.79 -6.64 0.60
H 8.06 -5.11 -1.12 0.20
O 0.22 2.06 7.09 -0.72
H -0.69 0.23 8.25 0.22
N 2.55 -0.65 5.85 -0.23
N -4.70 -2.77 4.39 -0.25
C -2.98 -0.22 1.48 -0.21
H -5.61 -0.47 0.12 0.22
N 5.18 3.90 -2.40 -0.32
B 0.58 -0.77 0.18 0.47
C 5.02 3.02 -3.43 0.65
H -2.03 -2.44 6.13 0.08
H -7.43 -0.74 -12.42 0.22
C 3.04 -4.66 -3.93 0.62
H -1.54 3.47 4.85 0.13
H -4.17 5.33 1.68 0.35
O -5.35 -2.78 -7.43 -0.78
O -1.34 2.22 1.65 -0.37
C 2.76 0.46 1.00 -0.27
H 10.18 -0.62 -4.23 0.16
N 0.70 3.31 -0.86 -0.26
N 8.96 -1.37 -2.16 -0.26
C -3.89 -2.94 5.47 0.58
N -1.13 3.29 5.74 -0.32
O -6.09 7.85 1.92 -0.65
H 3.87 -6.33 -4.72 0.22
H -3.99 6.90 0.99 0.17
C -0.47 -1.74 7.81 0.58
O 4.13 3.13 -4.26 -0.72
C 0.91 4.55 -1.39 0.53
H -4.36 1.38 0.83 0.19
H -3.42 -4.33 -7.50 0.22
H 2.12 1.02 1.70 0.22
H 1.12 2.48 -1.23 0.24
C 3.07 1.42 -0.21 -1.24
N 3.07 -5.73 -4.77 -0.41
H -3.05 -0.10 2.58 0.35
N -4.52 6.26 1.55 -0.27
C 3.47 -0.65 4.86 0.66
H -5.69 -1.80 -8.93 0.29
H -3.81 -0.91 1.20 -0.04
H -7.22 6.10 3.26 0.20
O 3.95 -4.41 -3.15 -0.57
H 1.94 5.44 -2.89 0.21
O -4.22 -3.57 6.46 -0.71
H -7.22 0.85 3.58 0.22
H 5.36 -2.86 -1.08 0.01
O 0.39 5.56 -0.93 -0.70
H 2.20 -1.56 1.51 0.48
N 6.11 -2.67 -0.45 -0.03
H 5.91 3.82 -1.71 0.17
O 0.60 -1.63 7.22 -0.68
H -1.35 3.89 6.51 0.21
C -2.48 2.30 1.31 0.01
H 2.33 -5.95 -5.42 0.15
N -1.12 -0.68 8.35 -0.33
C 7.22 -3.44 -0.34 0.53
H 1.89 -3.07 -3.43 0.12
H 4.73 0.65 5.92 0.15
H 5.27 0.13 4.36 0.23
H 8.43 -1.56 -1.32 0.18
N 4.58 0.12 5.08 -0.39
H -2.62 -3.70 -6.11 0.14
C -6.59 -1.49 -10.73 0.58
N -3.39 -3.67 -6.74 -0.33
H 2.97 0.95 -1.20 0.31
C -5.68 6.71 2.09 0.54
C -3.28 1.13 0.73 -0.15
B -1.18 -1.44 -1.15 0.65
H -3.10 1.00 -0.36 0.22
H 2.64 -0.13 6.71 0.12
N -6.36 5.80 2.85 -0.32
H 9.49 -2.11 -2.57 0.14
H 6.66 1.88 -2.79 0.22
H -5.86 -0.12 -9.34 0.15
H -5.08 -1.26 -5.49 0.17
H -6.03 4.86 3.00 0.15
C -6.31 0.03 1.96 0.74
H -2.38 -1.81 4.55 0.18
B -1.62 -0.85 0.94 -0.43
H 4.14 1.73 -0.12 0.29
H 0.63 0.71 5.04 -0.05
Br -2.41 -1.32 -2.68 -0.26
N 1.94 -3.87 -4.03 -0.26
H -7.59 1.68 2.10 0.17
H -3.58 -1.92 -4.94 0.05
H -4.44 -2.25 3.57 0.19
N 1.74 4.56 -2.46 -0.32
H -0.65 -3.74 7.57 0.22
N -4.34 -1.92 -5.59 -0.25
H -6.66 0.91 0.09 0.18
N -1.10 -2.93 7.95 -0.47
Br 3.14 -1.82 -0.82 -0.20
N -7.11 0.94 2.58 -0.44
O 8.25 0.78 -2.13 -0.74
N -6.20 0.19 0.61 -0.45
H 2.49 2.35 -0.08 0.45
N 7.25 -4.52 -1.17 -0.38
C 8.90 -0.11 -2.65 0.62
O -0.33 -0.38 1.20 0.30
O -6.75 -2.66 -11.01 -0.65
N 5.92 2.00 -3.46 -0.27
H 1.72 -1.20 5.71 0.16
H 5.83 1.33 -4.20 0.16
O -1.69 -1.96 0.04 -0.15
H 9.62 1.02 -4.18 0.23
H 6.06 -1.86 0.14 0.08
H 3.70 0.25 1.55 0.32
H -1.98 -3.04 8.42 0.17
H 1.18 -4.05 -4.67 0.13
O -5.74 -0.86 2.57 -0.63
H -2.00 -0.76 8.83 0.17
O -3.12 3.55 1.43 -0.52
N -6.99 -0.48 -11.56 -0.39
C -0.27 2.26 5.98 0.58
H -5.61 -3.19 4.43 0.18
N 9.64 0.10 -3.79 -0.38
N -6.00 -1.08 -9.57 -0.30
H 6.51 -4.74 -1.82 0.17
C 2.11 -0.91 0.61 -0.24
H 0.10 3.24 -0.06 0.06
O 0.13 -1.00 -1.15 -0.60

***

(3)
84
Properties=species:S:1:pos:R:3:mulliken_charge:R:1 method="wB97M-V/def2-TZVPD" e_homo_ha=-0.34465 de_lowest_kj_mol=48.9 e_lumo_ha=0.0049 gap_ev=9.5
H -0.72 -3.89 3.04 0.28
H -3.59 4.56 -2.08 0.43
H -4.06 1.00 4.13 0.19
C 1.34 0.76 1.11 -0.59
H -4.91 0.41 6.35 0.38
O -1.66 2.04 1.88 -0.38
H 0.73 1.66 1.04 0.00
O 4.22 0.83 -1.70 -0.67
H -3.29 0.92 7.15 0.34
H 2.90 1.53 -2.38 0.38
H -0.75 0.10 2.31 -0.06
H -2.06 -0.39 3.76 -0.14
C -3.99 1.00 6.32 -1.39
H -3.51 -1.15 4.36 0.34
H 1.80 0.73 2.10 0.27
H 0.73 1.63 -5.86 0.39
H 4.66 -2.03 -2.38 0.26
C -2.16 2.99 -1.63 0.71
H -0.16 1.96 -4.26 0.15
O -1.07 2.86 -0.76 -0.28
C -2.70 4.39 -1.48 -1.24
H 4.11 -0.17 3.70 0.32
C 0.78 1.91 -4.81 -1.36
H 2.79 1.02 -4.63 0.25
C 0.90 -1.60 0.29 -1.46
C 1.87 1.20 -4.07 0.67
H -0.61 -5.82 0.40 0.25
H 1.57 -1.95 1.07 0.36
O 2.37 2.47 4.27 -0.67
H -2.51 2.44 2.05 0.33
C 0.26 -0.35 0.80 1.92
O 4.25 0.67 3.26 -0.62
H 1.40 -0.96 -4.35 0.34
H 1.06 2.97 -4.87 0.42
C 0.15 -4.00 -3.10 1.65
H -1.08 -4.85 -1.84 0.39
H 4.76 1.05 -0.94 0.30
O -2.25 1.82 4.78 -0.53
C -2.68 -0.50 4.64 -0.49
H 0.05 -4.60 -5.13 0.43
O -1.03 -4.63 -2.77 -0.59
H 4.26 -2.53 -1.01 0.25
H 4.13 -0.12 -1.67 0.35
H 1.68 -4.77 -1.73 0.30
H 1.73 4.03 0.95 0.31
H 3.45 1.17 3.45 0.29
H -3.49 2.15 -0.02 0.30
H -1.84 1.88 3.91 0.28
H 0.15 -3.06 -2.55 -0.37
C 0.10 -3.67 -4.58 -1.76
H -1.99 5.10 -1.89 0.37
O 2.28 2.02 -2.92 -0.57
H 1.56 2.65 4.75 0.31
H 1.30 -5.91 -2.93 0.41
C 1.37 -4.83 -2.78 -1.46
H -2.95 4.64 -0.45 0.26
H 1.42 -1.22 -0.59 -0.06
O -0.87 -4.98 0.01 -0.64
H 1.05 -3.25 -4.91 0.37
O -0.34 -0.71 2.01 -0.58
H -0.74 -3.04 -4.89 0.36
C -3.32 0.90 4.92 0.57
C -3.23 2.02 -1.07 -1.42
H 2.21 -4.67 -3.46 0.38
O 1.29 3.89 1.79 -0.59
H -2.85 1.00 -1.10 0.31
H 2.39 3.13 3.58 0.30
H -0.49 -2.62 2.25 0.34
H -1.85 2.64 -2.62 -0.04
C 1.52 -0.22 -3.56 -1.10
H -0.39 3.43 -1.13 0.22
H -1.51 2.19 0.94 -0.07
H -0.92 -4.38 0.75 0.39
H 0.52 -0.35 -3.15 0.26
O -1.09 -3.36 2.34 -0.72
H 0.08 -2.26 0.01 0.33
H -4.10 2.09 -1.73 0.46
H -0.50 0.05 0.13 -0.32
H 0.38 3.68 1.55 0.27
H 2.08 0.88 0.32 0.14
H 2.16 -0.73 -2.84 0.15
O 3.95 -1.98 -1.73 -0.56
H -2.11 -0.92 5.47 0.33
H -4.43 1.99 6.37 0.37

***

(4)
15
Properties=species:S:1:pos:R:3:nbo_charge:R:1 method="wB97M-V/def2-TZVPD" e_homo_ha=-0.30266 de_lowest_kj_mol=451.9 e_lumo_ha=0.0340 gap_ev=9.2
H -0.49 -3.12 1.94 0.24
N 0.62 1.26 -1.04 -0.22
H -2.08 -2.83 0.85 0.22
H -1.81 -1.94 2.41 0.24
H 1.04 3.29 -0.32 0.18
C 0.94 2.63 -1.31 -0.45
H 0.18 3.11 -2.05 0.22
N -1.06 0.06 0.31 -0.58
H 1.47 -0.34 -0.76 0.48
H 1.94 2.89 -1.80 0.24
S -0.20 -1.47 0.55 0.32
O 1.69 0.57 -0.29 -0.56
H -1.20 1.88 -0.54 0.16
C -0.65 0.97 -0.41 0.25
C -1.34 -2.47 1.53 -0.75

***

(5)
94
Properties=species:S:1:pos:R:3:mulliken_spin:R:1 method="wB97M-V/def2-TZVPD" e_homo_ha="-0.04147 / -0.04251" e_lumo_ha="0.1353 / 0.1353" charge=-2 gap_ev="4.8 / 4.8" multiplicity=2
H 2.36 -0.96 1.76 0.01
C 2.97 2.21 2.80 0.00
As -0.62 0.30 -2.74 0.00
C 3.69 3.39 2.87 0.00
H 3.32 -6.22 1.04 0.00
S 0.72 1.42 -1.37 -0.01
C 4.05 1.03 -0.41 0.00
H -1.41 -2.15 4.61 0.00
O 0.88 1.15 1.81 -0.06
C 4.89 0.08 -0.97 0.00
H -5.31 1.16 4.28 0.00
H 3.17 -5.18 3.29 0.00
H 3.55 0.97 5.88 0.00
C 2.90 1.34 3.88 0.00
C 2.57 -4.79 2.47 0.00
C -4.38 -3.24 3.42 0.00
C 3.19 0.64 0.60 0.02
C -4.10 -3.18 2.06 0.00
H -1.53 0.80 3.54 0.00
C -2.86 -2.74 1.62 0.00
C 2.65 -5.38 1.21 0.00
Si -0.18 -1.64 1.92 -0.07
C 0.11 5.72 1.55 0.01
N -1.27 3.67 1.01 0.00
H 3.85 -2.65 0.74 0.00
H 0.09 6.15 0.56 0.00
H -4.20 0.26 5.33 0.00
C 0.22 4.53 4.12 0.00
C -2.08 2.07 5.22 0.00
H -3.80 4.47 0.93 0.00
H -4.43 5.73 -0.12 0.00
C -1.51 3.87 -0.42 0.00
Co -0.19 0.02 0.34 1.20
H -5.68 3.61 -0.48 0.00
H -4.05 2.75 5.71 0.00
H 1.94 -5.32 -0.81 0.00
H 2.29 0.45 3.81 0.00
H -3.82 0.50 3.62 0.00
S -2.32 1.51 -3.16 0.00
C -3.40 -2.87 4.33 0.00
H -5.36 -3.57 3.76 0.00
H 1.31 7.26 2.41 0.00
C -0.54 4.52 1.81 0.00
H 0.47 -3.38 -0.45 0.00
H -4.78 4.04 -1.94 0.00
C -4.68 3.74 -0.90 0.00
H 4.96 4.60 4.10 0.00
H 0.29 4.06 5.09 0.00
H -1.99 1.25 5.94 0.00
C 0.80 6.32 2.59 0.00
C 0.93 -3.18 1.64 -0.01
H -2.56 5.12 -1.77 0.00
C 4.36 2.81 5.11 0.00
H -0.54 4.06 -0.89 0.00
H -0.16 1.56 4.34 0.00
C 1.03 -3.79 0.39 0.00
H -3.61 -2.92 5.40 0.00
C 1.72 -3.71 2.67 0.00
C -3.89 4.78 -0.12 0.00
H 4.90 3.04 6.02 0.00
C 0.85 5.74 3.86 0.00
Se -2.54 1.15 1.04 0.01
C 4.40 3.68 4.04 0.00
C 1.88 -4.88 0.18 0.00
H 5.54 0.36 -1.79 0.00
H 1.41 6.22 4.65 0.00
C 4.83 -1.24 -0.54 0.00
H -2.08 5.95 -0.29 0.00
H -1.69 2.97 5.71 0.00
C -2.16 -2.44 3.88 0.00
C -1.66 2.57 1.73 0.02
H -1.86 2.93 -0.84 0.00
H -4.86 -3.45 1.34 0.00
C -1.85 -2.36 2.52 0.00
C -1.19 1.71 4.03 0.00
C -0.48 3.93 3.08 0.00
S 0.42 -0.47 -4.43 0.00
H -3.62 2.98 4.02 0.00
C -2.49 5.01 -0.69 0.00
C 3.60 1.64 5.04 0.00
S -1.09 -1.28 -1.24 -0.07
C 3.10 -0.67 1.03 -0.02
H 5.46 -1.98 -1.01 0.00
H 4.02 2.05 -0.78 0.00
C 3.93 -1.62 0.45 0.00
H 3.69 4.07 2.03 0.00
H 1.67 -3.26 3.66 0.00
C -3.55 2.28 4.86 0.00
H -4.19 2.76 -0.90 0.00
S 2.08 1.88 1.27 -0.01
C -4.26 0.98 4.50 0.00
H -2.68 -2.66 0.55 0.00
H 0.36 -1.24 3.29 -0.02
N -1.19 2.75 3.00 0.01

***

(6)
25
Properties=species:S:1:pos:R:3:nbo_charge:R:1 method="wB97M-V/def2-TZVPD" e_homo_ha=-0.33929 de_lowest_kj_mol=184.2 e_lumo_ha=0.0248 smiles="O=CN(O)CCCc1ccncc1" gap_ev=9.9
C 0.69 1.72 -0.23 -0.29
H -0.26 0.14 2.56 0.22
H -2.23 -2.11 -0.72 0.23
H -2.80 0.17 -1.48 0.22
H -1.38 -2.00 -2.20 0.22
N -0.18 -1.80 -0.63 -0.15
C 1.68 0.86 2.19 0.03
H 0.99 -1.47 -2.19 0.13
H -1.19 0.58 -2.02 0.21
H 2.71 2.61 -0.31 0.19
C -1.46 -1.50 -1.27 -0.23
H 0.80 -1.61 0.82 0.50
H -2.25 1.52 0.37 0.23
H 0.36 2.13 -1.22 0.22
O 2.10 -1.72 -0.43 -0.64
C 1.03 -1.62 -1.09 0.47
C -1.58 0.65 0.23 -0.43
N 2.55 1.51 1.38 -0.41
H -1.99 -0.04 0.92 0.23
C -0.17 1.05 0.61 0.03
C 0.33 0.65 1.90 -0.26
H 2.19 0.27 3.00 0.20
C -1.74 0.01 -1.24 -0.41
C 2.00 2.00 0.25 0.05
O -0.17 -1.98 0.80 -0.56